A cluster of 2 separate species, C2H2F3NO in total, computed with ωB97M-V/def2-TZVPD.

## Properties
- expectation value of S² = 2.011
- frontier orbital gap (alpha / beta) (Eh) = 0.33998 / 0.31129

Geometry as ORCA input:
```
! wB97M-V def2-TZVPD RIJCOSX def2/J DEFGRID3
* xyz 0 3
F 3.28754 -0.45411 -1.27060
F 2.63949 -1.27954 0.59932
F 3.76472 0.61440 0.59478
O 0.87719 1.64965 -1.01040
N 1.00205 1.13990 0.08832
C 2.90563 -0.14265 -0.04478
C 0.31728 0.88958 1.13608
H 0.72758 0.47611 2.10760
H -0.76517 1.21224 1.24728
*
```

The molecule C4H8O, computed with ωB97M-V/def2-TZVPD.

## Properties
- SMILES = OCC1CC1
- frontier orbital gap (Eh) = 0.41453

Geometry as ORCA input:
```
! wB97M-V def2-TZVPD RIJCOSX def2/J DEFGRID3
* xyz 0 1
O -0.63520 1.30430 -1.79554
C -0.86874 0.92673 -0.45056
C 1.27509 -0.38287 0.34393
C 0.16475 -0.81264 1.26303
C -0.14765 -0.35716 -0.13159
H -0.51100 1.75075 0.17779
H -1.94920 0.81561 -0.25958
H -0.67825 0.48982 -2.31273
H -0.07683 -0.15530 2.09487
H 1.92976 -1.14275 -0.07238
H -0.40814 -1.14749 -0.84008
H 1.76481 0.56461 0.55824
H 0.04516 -1.86915 1.48476
*
```

The molecule CHF2NO2, computed with ωB97M-V/def2-TZVPD.

## Properties
- SMILES = O=C(O)N(F)F
- frontier orbital gap (Eh) = 0.41482

Geometry as ORCA input:
```
! wB97M-V def2-TZVPD RIJCOSX def2/J DEFGRID3
* xyz 0 1
F 1.81125 -0.07058 0.71251
F 0.73721 -1.75174 -0.11212
O 0.25209 1.59472 0.33057
O -1.61472 0.47659 -0.09616
N 1.05967 -0.37851 -0.35172
C -0.21978 0.56737 -0.05153
H -2.02573 -0.43786 -0.43155
*
```

The molecule C5H6O, computed with ωB97M-V/def2-TZVPD.

## Properties
- SMILES = C=C/C=C\C=O
- frontier orbital gap (Eh) = 0.36684

Geometry as ORCA input:
```
! wB97M-V def2-TZVPD RIJCOSX def2/J DEFGRID3
* xyz 0 1
O 2.30531 -0.33066 -1.11580
C -0.52818 -1.34845 0.64688
C 0.70324 1.14838 -0.07963
C -1.21041 -0.25190 0.30006
C -0.53479 1.05135 0.43030
C 1.17295 0.08350 -1.01665
H -0.85550 -2.35966 0.43175
H -2.19974 -0.31903 -0.15042
H 0.42648 -1.23980 1.15735
H -1.01307 1.87080 0.96585
H 0.36206 -0.29099 -1.67429
H 1.37165 1.98645 0.10461
*
```

A structure of composition C22H26AuBF2N4, computed with ωB97M-V/def2-TZVPD.

## Properties
- frontier orbital gap (Eh) = 0.25604

Geometry as ORCA input:
```
! wB97M-V def2-TZVPD RIJCOSX def2/J DEFGRID3
* xyz 0 1
Au -1.07021 0.26778 -0.65476
F -3.21752 -0.57475 -2.47566
F -1.48041 0.27289 -3.61837
N -0.95124 1.44713 1.11834
N 0.48552 -1.34023 0.14512
N 0.27011 1.70608 -1.16201
N -2.11704 -1.15052 0.32852
C 1.43877 3.66718 -0.47682
C 1.93599 -1.21154 -1.82908
C -2.11535 -4.80751 1.07475
C 1.99490 4.65409 0.33646
C 0.21328 -5.02044 0.29434
C -1.58538 -2.38767 0.44974
C -0.11139 -2.48774 0.20129
C -3.28426 -0.74813 1.09245
C 1.24150 4.03071 2.59500
C -0.98440 -5.53126 0.83564
C -2.39033 -3.44600 0.84940
C 1.04054 1.68475 -2.41111
C 1.93929 4.83943 1.69653
C 0.41447 2.96473 2.35410
C 2.85825 -0.17918 -2.47662
C -0.00943 2.34582 1.14394
C -3.20049 0.69687 1.60296
C 1.85920 -1.17746 -0.29006
C -1.84933 1.11397 2.20605
C 2.51645 1.29234 -2.19405
C 0.59736 2.58236 -0.19954
C 0.57394 -3.74072 0.00622
B -1.98918 -0.06559 -2.43162
H -3.98266 0.81757 2.35617
H 2.18167 -0.19968 0.07276
H -2.01411 1.98197 2.85062
H 1.58265 -3.63376 -0.37124
H -4.21141 -0.86854 0.51767
H 0.92240 -1.06321 -2.20997
H -3.43104 -3.18260 0.98520
H -3.35900 -1.40360 1.96477
H 2.83379 -0.34575 -3.55735
H 2.49790 5.66970 2.10864
H 0.97980 2.65666 -2.90872
H -3.43035 1.39496 0.79427
H 0.56224 0.98037 -3.08168
H 3.89269 -0.35491 -2.16598
H 2.80355 1.55049 -1.17312
H -2.96389 -5.37366 1.44537
H 3.14387 1.91118 -2.84094
H 1.36491 4.27938 3.64409
H 0.00677 2.49193 3.23882
H 2.23374 -2.20904 -2.16100
H 2.54139 -1.91201 0.15289
H 2.58680 5.38312 -0.20759
H 0.98100 -5.76068 0.09103
H 1.70053 3.77447 -1.51978
H -1.42919 0.31179 2.82398
H -1.01767 -6.59358 1.03994
*
```

We obtain relative energy (zero: lowest compared OMol25 entry of this formula, charge and spin) values of 1.681, 1.124, 2.303, 1.497, 0.185 eV for the records listed above, in that order.
We obtain max |F| values of 0.045, 0.009, 0.083, 0.009, 0.014 Eh/bohr for the records listed above, in that order.